ORCA calculation (the ωB97M-V functional and the def2-TZVPD basis) on 2 unconnected molecules or ions with the total composition C15H32BF9N5O3S in a non-equilibrium geometry.

Output
- frontier orbital gap (Ha) = 0.2946
- LUMO level (eV) = -3.0
- highest occupied orbital energy (eV) = -11.030
- total energy (hartree) = -2411.901490

Structure (ORCA input):
```
! RIJCOSX wB97M-V def2-TZVPD def2/J DEFGRID3
* xyz 1 1
C -0.1295 -2.4753 -1.9419
C 0.5755 -1.5619 -0.9019
B 0.1593 -2.1094 0.5496
O 1.1534 -2.4815 1.4595
O -1.1617 -2.3856 0.8436
C 2.0845 -1.6768 -1.1129
N 2.8604 -0.6781 -0.3533
C 2.4678 0.6065 -0.5600
N 3.2514 1.6064 -0.2092
C 4.6168 1.4377 0.3172
C 4.6769 1.0571 1.7954
C 4.2988 2.2065 2.7498
C 2.8534 2.1242 3.2543
C 2.3989 3.3532 4.0324
F 1.4538 3.0278 4.9415
F 3.4432 3.8769 4.7227
C 1.8739 4.5551 3.1693
F 2.7192 4.7023 2.1368
F 1.9012 5.6473 3.8961
S 0.1025 4.4435 2.4639
F 0.0430 2.8562 2.6993
F 0.6589 4.1575 0.9874
F 0.1257 5.9953 2.1747
F -0.4801 4.6827 3.9145
F -1.3616 4.3744 1.8881
N 1.2988 0.8880 -1.2357
C 0.1669 -0.0725 -1.0971
N -0.5850 0.3907 0.0713
H 0.4783 -2.5699 -2.8499
H -1.1297 -2.1166 -2.1989
H -0.2609 -3.4890 -1.5482
H 1.3165 -1.8619 2.1817
H -1.5568 -1.7299 1.4323
H 2.3349 -1.5480 -2.1720
H 2.4611 -2.6531 -0.7977
H 2.9555 -0.9316 0.6255
H 2.9008 2.5396 -0.3904
H 5.1244 2.3986 0.1873
H 5.1224 0.7047 -0.3216
H 5.7127 0.7624 1.9974
H 4.0703 0.1662 2.0022
H 4.4607 3.1673 2.2546
H 4.9790 2.1778 3.6066
H 2.1703 1.9586 2.4166
H 2.7379 1.2768 3.9417
H 1.4764 1.1194 -2.2094
H -0.4000 0.0364 -2.0314
H -0.7396 1.3932 -0.0023
H -1.5094 -0.0351 0.0423
C -6.3839 -2.1365 -2.4838
C -5.5232 -2.5530 -3.6707
C -4.7196 -3.8385 -3.4405
O -3.5851 -3.6759 -2.6052
C -3.8289 -3.7500 -1.2136
N -4.6760 -1.4251 -4.0691
H -5.7798 -1.7085 -1.6826
H -7.0989 -1.3750 -2.7919
H -6.9385 -2.9842 -2.0782
H -6.1950 -2.7611 -4.5088
H -4.3258 -4.1766 -4.4018
H -5.3616 -4.6360 -3.0465
H -4.6060 -4.4820 -0.9774
H -4.1144 -2.7790 -0.7985
H -2.8966 -4.0574 -0.7410
H -4.1979 -1.6445 -4.9377
H -3.9402 -1.3308 -3.3747
*
```

---

ORCA calculation (the ωB97M-V functional and the def2-TZVPD basis) on 2 unconnected molecules or ions with the total composition C15H32BINO3 in a non-equilibrium geometry.

Output
- frontier orbital gap (Ha) = 0.2273
- LUMO level (eV) = 2.4
- highest occupied orbital energy (eV) = -3.739
- total energy (hartree) = -1193.777006

Structure (ORCA input):
```
! RIJCOSX wB97M-V def2-TZVPD def2/J DEFGRID3
* xyz -1 1
C 0.9605 4.9140 -0.1843
C 0.5039 4.4932 -1.6518
C -0.6309 3.3854 -1.5813
C 0.0229 2.0683 -1.0542
C -0.9162 0.8122 -1.0588
C -1.5135 0.4659 0.3697
N -1.6257 1.6623 1.2214
C -2.6498 2.3863 0.9883
C -2.8529 3.6077 1.9627
C -3.7000 2.2723 -0.1383
O -2.5718 -0.4771 0.3422
B -2.5473 -1.0801 1.7002
O -1.2343 -0.7247 2.3284
C -0.4503 -0.4419 1.1717
C 0.9682 0.1394 1.4489
C 1.8408 -1.0590 2.0534
C 2.9050 -1.5443 0.9755
I 3.1241 -3.7150 1.2370
H 1.9076 4.3807 0.0807
H 0.1999 4.5402 0.5449
H 1.0991 6.0158 -0.0921
H 1.3776 3.9937 -2.1289
H 0.1754 5.4093 -2.1868
H -1.3932 3.8122 -0.8772
H -1.1469 3.2860 -2.5637
H 0.4929 2.2843 -0.0731
H 0.8702 1.8376 -1.7579
H -0.3307 -0.0797 -1.4034
H -1.7357 0.9266 -1.8120
H -1.8425 4.0198 2.2032
H -3.3409 3.3105 2.9120
H -3.4024 4.3888 1.3899
H -4.7195 2.2211 0.3221
H -3.5292 1.4829 -0.8898
H -3.6896 3.2520 -0.6931
H -2.7501 -2.2743 1.7768
H -3.4232 -0.5745 2.3658
H -0.3151 -1.4328 0.6460
H 0.9511 1.0071 2.1481
H 1.4675 0.4019 0.4829
H 2.3376 -0.6961 2.9802
H 1.1548 -1.9145 2.2257
H 2.5444 -1.3657 -0.0613
H 3.8808 -1.0508 1.1684
C 3.5204 -7.1591 -1.7931
C 2.0950 -7.3646 -2.2693
O 1.1767 -7.1842 -1.1981
H 3.7588 -7.8583 -0.9891
H 4.2320 -7.3047 -2.6094
H 3.6498 -6.1521 -1.3913
H 1.9623 -8.3779 -2.6511
H 1.8476 -6.6594 -3.0701
H 1.2853 -6.2862 -0.8665
*
```

---

ORCA calculation (the ωB97M-V functional and the def2-TZVPD basis) on 2 unconnected molecules or ions with the total composition C15H32BN2O8P2 in a non-equilibrium geometry.

Output
- frontier orbital gap (Ha) = 0.2414
- LUMO level (eV) = 2.5
- highest occupied orbital energy (eV) = -4.045
- total energy (hartree) = -2009.674829

Structure (ORCA input):
```
! RIJCOSX wB97M-V def2-TZVPD def2/J DEFGRID3
* xyz -1 1
C -3.9207 2.1333 -1.2099
C -2.6827 1.8859 -0.6313
B -2.3794 1.0168 0.7253
C -2.7299 2.1151 1.9245
C -4.2922 2.1156 2.2213
C -4.6908 1.2215 3.4645
O -3.1450 -0.2187 0.9886
C -2.1543 -1.0051 1.6517
O -2.5278 -2.3506 2.0207
N -3.2030 -2.2260 3.2194
O -2.7722 -2.9886 4.0084
C -0.9599 -0.8314 0.5973
P 0.6889 -1.6651 0.9350
N 0.9201 -1.8546 2.6900
O 0.6457 -3.2589 0.2706
P -1.3156 -1.2308 -1.2201
C 0.1980 -1.0219 -2.3082
C 0.7500 0.4566 -2.3587
C -2.1514 -2.8959 -1.4608
C -3.2103 -2.6903 -2.6399
O -0.9382 0.6045 0.5823
H -4.7006 1.3415 -1.1431
H -4.1442 3.1198 -1.6754
H -1.7776 2.2945 -1.1662
H -2.1183 1.9731 2.8548
H -2.5181 3.1296 1.4742
H -4.6161 3.1802 2.4064
H -4.8987 1.7580 1.3548
H -5.7777 1.4384 3.6745
H -4.5767 0.1495 3.1887
H -4.0773 1.5315 4.3444
H -1.8260 -0.4390 2.5666
H 1.8876 -2.1664 2.8001
H 0.3226 -2.6205 3.0213
H -0.2067 -3.6809 0.4674
H 1.0285 -1.7267 -2.0552
H -0.1318 -1.2808 -3.3549
H 0.3691 1.0304 -3.2447
H 1.8723 0.3819 -2.3994
H 0.5072 1.0683 -1.4578
H -1.4689 -3.7318 -1.7728
H -2.7233 -3.2009 -0.5401
H -3.4724 -3.6474 -3.1526
H -2.6758 -2.0522 -3.4021
H -4.0944 -2.0935 -2.3183
C 7.3092 1.3089 -2.8265
C 6.4342 2.3782 -2.2014
O 5.3050 1.8094 -1.5314
C 5.5669 1.2167 -0.3629
O 6.6473 1.1301 0.1628
O 4.4252 0.7169 0.1110
C 4.5795 -0.0392 1.3111
H 6.7200 0.6737 -3.4912
H 8.1229 1.7621 -3.3955
H 7.7452 0.6583 -2.0676
H 6.0333 3.0206 -2.9865
H 6.9998 3.0161 -1.5187
H 5.0813 0.5432 2.0845
H 5.1319 -0.9570 1.1040
H 3.5857 -0.3060 1.6667
*
```

---

ORCA calculation (the ωB97M-V functional and the def2-TZVPD basis) on 9 unconnected molecules or ions with the total composition C15H32Cl15F3O15P3S in a non-equilibrium geometry.

Output
- frontier orbital gap (Ha) = 0.2783
- LUMO level (eV) = 1.7
- highest occupied orbital energy (eV) = -5.879
- total energy (hartree) = -10344.324167

Structure (ORCA input):
```
! RIJCOSX wB97M-V def2-TZVPD def2/J DEFGRID3
* xyz -1 1
C 2.0440 -0.9432 0.1618
F 2.2946 -2.1912 0.5908
F 2.6274 -0.6302 -0.9504
F 0.7446 -1.0362 -0.0751
S 2.5427 0.2901 1.5757
O 1.8186 1.5271 1.1403
O 2.0804 -0.2705 2.8661
O 4.0121 0.5151 1.5403
C -4.3677 -13.9363 1.7497
O -3.7325 -12.8015 1.0774
P -2.3557 -12.9118 0.2358
O -1.2090 -13.5406 0.9662
O -2.1256 -11.4102 -0.3191
C -1.7522 -10.3149 0.4426
O -2.8314 -13.7917 -1.0583
C -4.0240 -13.5535 -1.7717
H -3.6912 -14.7548 1.5038
H -5.3345 -14.0727 1.2649
H -4.4473 -13.8197 2.8305
H -0.7370 -10.0072 0.1919
H -1.8347 -10.6015 1.4910
H -2.4100 -9.4665 0.2540
H -4.5041 -12.7062 -1.2820
H -4.6195 -14.4643 -1.7085
H -3.8823 -13.3341 -2.8299
C -4.2825 3.4101 1.7405
O -5.3976 4.0724 2.3209
P -5.9342 5.5681 1.9076
O -7.0197 6.1197 2.7511
O -4.5891 6.4962 1.8027
C -3.6900 6.5816 2.9036
O -6.3890 5.4322 0.3931
C -6.6055 6.5708 -0.3403
H -4.6656 2.5523 1.1879
H -3.4830 3.1993 2.4508
H -3.7621 3.9809 0.9715
H -3.6127 7.6510 3.0996
H -2.7030 6.1407 2.7643
H -4.0194 6.0575 3.8008
H -5.9791 7.4325 -0.1097
H -7.6329 6.9209 -0.2408
H -6.5184 6.3291 -1.3996
C -1.3645 9.0463 -7.5833
O -1.2906 8.0875 -6.5482
P -1.9852 6.6088 -6.8243
O -3.2979 6.6093 -7.5748
O -0.7892 5.7957 -7.5426
C -1.0359 4.5913 -8.1793
O -1.9983 5.9604 -5.3467
C -0.7768 5.7156 -4.6647
H -1.9860 9.8798 -7.2563
H -1.9981 8.7696 -8.4260
H -0.3653 9.3775 -7.8665
H -0.3264 3.9304 -7.6815
H -0.8364 4.5655 -9.2506
H -1.9692 4.1459 -7.8351
H -0.6484 6.4347 -3.8557
H 0.1308 5.7271 -5.2682
H -0.8389 4.7097 -4.2495
C 6.5603 -2.4200 7.3023
Cl 5.2460 -1.5908 8.2512
Cl 6.8452 -4.0477 7.9901
Cl 8.0257 -1.4319 7.2109
H 6.2069 -2.6104 6.2889
C 6.8584 3.7640 -3.2982
Cl 8.5159 3.4717 -3.8354
Cl 5.6722 3.0151 -4.5018
Cl 6.5773 5.4735 -2.9586
H 6.7950 3.2374 -2.3460
C -1.5286 -3.9074 6.9722
Cl -2.2914 -3.8388 5.3170
Cl -0.4020 -5.2596 7.1917
Cl -2.8182 -3.9708 8.2026
H -0.9247 -3.0104 7.1094
C 11.0460 -0.8945 0.5686
Cl 12.0287 0.3446 1.2609
Cl 10.8154 -2.4021 1.5074
Cl 11.7898 -1.3226 -0.9931
H 10.0828 -0.4653 0.2926
C 5.6096 6.2002 4.4854
Cl 4.4080 7.3211 3.8817
Cl 6.0583 6.6947 6.1115
Cl 7.0918 6.1573 3.4703
H 5.0858 5.2490 4.5803
*
```